C3H7ClN2 as an isolated structure. Source: the Open Molecules 2025 dataset; level of theory: ωB97M-V with the def2-TZVPD basis set.

Last column: Mulliken charge in e.
Element x y z (Å)
C 0.787 0.465 0.238  0.612
C 0.546 1.875 0.219  -0.918
C -1.879 -1.373 -0.213  -0.576
N -1.269 -0.498 0.622  -0.333
N 1.536 -0.453 -0.037  -0.341
Cl 3.693 -0.265 -0.010  -0.482
H 1.473 2.395 -0.137  0.294
H 0.123 2.149 1.139  0.311
H -0.211 2.061 -0.490  0.292
H -1.373 -1.324 -1.148  0.284
H -3.053 -1.106 -0.454  0.251
H -1.901 -2.435 0.115  0.269
H 1.528 -1.491 0.156  0.338

Computed properties:
Total energy   -687.94884 Eh
LUMO energy (alpha / beta)   -1.2593 / -1.3637 eV
Gap between HOMO and LUMO (alpha / beta)   6.74 / 6.51 eV
Energy above the lowest of the compared OMol25 structures with the same formula, charge and spin   168.1 kcal per mole

***

C19H14BrCl2O2Re as an isolated structure. Source: the Open Molecules 2025 dataset; level of theory: ωB97M-V with the def2-TZVPD basis set.

Last column: Mulliken charge in e.
Element x y z (Å)
Re 0.975 0.064 0.892  0.686
Br 2.752 -1.661 0.643  -0.098
C 2.365 -2.076 -1.194  0.835
C 3.086 -3.018 -1.864  -0.707
C 2.747 -3.281 -3.206  -0.512
C 1.723 -2.602 -3.805  -0.979
C 0.988 -1.621 -3.099  0.843
C -0.080 -0.911 -3.698  -0.546
C -0.792 0.029 -3.003  -1.276
C -0.463 0.306 -1.667  -0.099
C 0.569 -0.352 -1.005  -0.030
C 1.314 -1.334 -1.753  0.325
H 3.893 -3.557 -1.386  0.415
H 3.304 -4.029 -3.752  0.410
H 1.460 -2.812 -4.834  0.411
H -0.328 -1.127 -4.730  0.420
H -1.602 0.561 -3.482  0.426
H -1.031 1.059 -1.133  0.574
C -0.219 -1.211 1.942  -1.238
C -1.413 -0.340 2.087  0.424
C -1.407 0.642 3.085  -0.307
C -2.456 1.540 3.193  -0.557
C -3.523 1.460 2.311  -0.501
C -3.544 0.480 1.321  -0.628
C -2.496 -0.411 1.202  -0.289
H -0.368 -2.147 1.399  0.489
H 0.284 -1.420 2.894  0.611
H -0.581 0.690 3.787  0.475
H -2.443 2.294 3.968  0.428
H -4.349 2.153 2.397  0.417
H -4.384 0.417 0.643  0.418
H -2.510 -1.171 0.430  0.444
Cl 0.865 3.988 3.469  -0.106
C 1.362 3.941 1.765  0.085
Cl 0.445 5.039 0.756  -0.121
C 1.180 2.509 1.337  0.591
O 2.110 1.651 1.583  -0.655
O 0.150 2.057 0.787  -0.413
H 2.416 4.199 1.720  0.338

Computed properties:
Total energy   -4455.31372 Eh
LUMO energy (alpha / beta)   -4.8409 / -4.5912 eV
Spin multiplicity   2
Net charge   +1
Gap between HOMO and LUMO (alpha / beta)   6.53 / 7.31 eV
⟨S²⟩   0.7579

***

C47H62CdCl2N3O6S as an isolated structure. Source: the Open Molecules 2025 dataset; level of theory: ωB97M-V with the def2-TZVPD basis set.

Last column: Mulliken charge in e.
Element x y z (Å)
Cd 0.222 -0.078 0.524  3.609
C 5.546 3.900 -2.882  -1.720
C 4.328 3.516 -3.739  1.885
C 4.802 3.029 -5.116  -1.762
C 3.470 4.767 -3.932  -2.043
C 3.565 2.409 -3.019  -0.200
C 2.304 2.558 -2.578  -0.947
C 1.658 1.521 -1.815  -1.809
N 0.497 1.581 -1.229  1.720
C -0.403 2.581 -1.107  -0.015
C -0.159 3.963 -1.280  -0.810
C -1.158 4.880 -1.165  -0.940
C -2.466 4.392 -0.900  -0.365
C -2.777 3.076 -0.653  -0.716
C -1.703 2.111 -0.663  0.581
O -1.872 0.879 -0.363  -0.651
C -4.225 2.638 -0.410  2.770
C -4.380 1.973 0.965  -1.415
C -5.195 3.822 -0.451  -2.487
C -4.640 1.645 -1.509  -1.697
C -0.844 6.374 -1.290  2.224
C -0.154 6.659 -2.632  -1.451
C -2.107 7.234 -1.213  -2.448
C 0.095 6.793 -0.147  -1.595
C 2.351 0.218 -1.612  1.126
O 1.734 -0.733 -1.105  -1.144
C 3.742 0.116 -2.044  0.643
C 4.255 1.174 -2.718  -0.471
C 4.638 -1.119 -1.814  2.225
C 5.938 -0.667 -1.123  -1.674
C 4.031 -2.224 -0.933  -2.009
C 4.975 -1.739 -3.182  -1.856
H 6.057 4.763 -3.320  0.485
H 5.232 4.159 -1.867  0.264
H 6.269 3.082 -2.812  0.361
H 5.410 3.798 -5.601  0.450
H 5.408 2.122 -5.037  0.284
H 3.946 2.807 -5.760  0.385
H 4.056 5.534 -4.445  0.520
H 2.583 4.558 -4.539  0.403
H 3.146 5.178 -2.970  0.290
H 1.745 3.443 -2.829  1.150
H 0.853 4.305 -1.436  0.582
H -3.273 5.112 -0.881  0.640
H -4.141 2.695 1.755  0.332
H -5.417 1.645 1.104  0.456
H -3.721 1.110 1.058  -0.046
H -4.963 4.571 0.314  0.418
H -5.201 4.311 -1.430  0.415
H -6.204 3.450 -0.259  0.457
H -4.014 0.753 -1.501  0.321
H -5.683 1.339 -1.362  0.436
H -4.556 2.111 -2.496  0.312
H -0.783 6.330 -3.465  0.312
H 0.038 7.732 -2.743  0.494
H 0.806 6.138 -2.708  0.150
H -2.807 6.998 -2.022  0.393
H -2.625 7.104 -0.259  0.416
H -1.831 8.287 -1.303  0.466
H 1.055 6.271 -0.210  0.245
H 0.290 7.871 -0.185  0.468
H -0.349 6.553 0.822  0.317
H 5.272 1.081 -3.089  0.331
H 5.715 -0.193 -0.162  0.217
H 6.578 -1.535 -0.938  0.503
H 6.507 0.045 -1.728  0.325
H 3.729 -1.854 0.047  0.289
H 3.159 -2.690 -1.390  0.161
H 4.797 -2.993 -0.788  0.610
H 5.528 -1.041 -3.819  0.281
H 5.589 -2.636 -3.045  0.491
H 4.060 -2.028 -3.707  0.357
O -2.892 -1.001 -2.881  -0.442
S -1.856 -2.732 -0.047  0.548
O -2.724 -3.560 0.840  -0.787
N -0.498 -2.195 0.693  0.089
C 0.279 -3.083 1.428  0.876
C 0.210 -4.467 1.391  -0.620
C 1.071 -5.277 2.159  -1.077
C 1.991 -4.750 3.017  -1.006
C 2.056 -3.345 3.150  0.864
C 2.894 -2.702 4.090  -0.779
C 2.843 -1.347 4.242  -1.066
C 1.975 -0.606 3.415  -0.672
N 1.233 -1.163 2.498  0.210
C 1.223 -2.517 2.361  -0.524
C -1.153 -3.943 -1.215  -0.459
C 0.048 -3.693 -1.870  0.405
C 0.539 -4.634 -2.764  -0.722
C -0.170 -5.804 -3.014  -0.459
C -1.376 -6.038 -2.365  -0.572
C -1.871 -5.104 -1.458  -0.261
H -0.532 -4.944 0.771  0.374
H 0.981 -6.354 2.069  0.407
H 2.639 -5.381 3.618  0.357
H 3.554 -3.306 4.703  0.401
H 3.460 -0.837 4.971  0.415
H 1.890 0.470 3.489  0.830
H 0.590 -2.777 -1.666  0.108
H 1.483 -4.455 -3.270  0.441
H 0.219 -6.535 -3.716  0.360
H -1.929 -6.951 -2.558  0.364
H -2.793 -5.272 -0.912  0.457
O -1.518 -0.765 -2.554  -0.358
H -1.589 -0.113 -1.833  -0.003
H -3.139 -1.632 -2.185  0.329
C 3.774 1.581 1.656  -1.500
C 2.513 2.286 1.135  1.985
C 2.472 3.725 1.654  -1.695
O 1.327 1.645 1.406  -1.118
H 4.673 2.063 1.250  0.345
H 3.773 0.531 1.344  0.115
H 3.828 1.619 2.751  0.427
H 2.699 2.374 0.040  -0.953
H 2.457 3.721 2.751  0.411
H 1.554 4.203 1.303  0.323
H 3.339 4.309 1.314  0.291
Cl -2.266 1.066 5.597  -0.208
C -2.629 1.177 3.858  -0.467
Cl -1.599 0.133 2.897  0.146
H -2.462 2.194 3.543  0.214
H -3.652 0.872 3.705  0.355

Computed properties:
Total energy   -3930.17626 Eh
LUMO energy   0.8910 eV
Net charge   -1
Gap between HOMO and LUMO   5.68 eV
Energy above the lowest of the compared OMol25 structures with the same formula, charge and spin   83.4 kcal per mole

***

An isolated ion of composition C14H26N7O2 and charge +1. Source: the Open Molecules 2025 dataset; level of theory: ωB97M-V with the def2-TZVPD basis set.

Last column: Mulliken charge in e.
Element x y z (Å)
O -0.010 -2.522 3.611  -0.558
O 0.844 -1.083 2.211  -0.570
N 0.832 -3.233 1.702  -0.591
C -0.077 -3.814 0.942  0.564
C 0.425 3.160 2.507  -1.001
C 1.443 4.069 2.022  -0.716
C -0.201 2.307 1.587  -0.814
C 1.809 3.978 0.715  -0.821
C 0.218 2.364 0.125  0.891
C 1.269 3.161 -0.263  1.115
N 0.610 -4.810 0.325  -0.404
N -1.395 -3.651 0.710  -0.097
N -0.491 1.813 -0.884  0.236
N -0.050 -1.048 -0.622  -0.289
N 0.548 -2.238 2.548  1.067
C 1.847 3.041 -1.689  -1.147
C -2.152 -2.323 0.893  -0.379
C -2.922 -1.856 -0.305  -0.637
C -1.596 0.879 -0.785  -1.640
C -2.142 -1.384 -1.554  -1.425
C 2.420 1.665 -2.039  -0.346
C -1.088 -0.400 -1.426  0.986
N 2.238 0.694 -0.888  0.059
H 0.300 3.191 3.556  0.439
H 1.986 4.779 2.699  0.353
H -0.977 1.668 2.003  0.188
H 2.601 4.653 0.563  0.368
H 0.096 -5.418 -0.233  0.137
H 1.459 -4.985 0.782  0.267
H -1.915 -4.417 0.322  0.280
H -0.393 2.339 -1.784  0.279
H 0.063 -1.935 -0.978  0.461
H -0.137 -1.121 0.395  -0.574
H 2.701 3.668 -1.757  0.417
H 1.041 3.344 -2.394  0.421
H -2.856 -2.498 1.735  0.402
H -1.430 -1.511 1.236  0.164
H -3.602 -2.713 -0.575  0.394
H -3.527 -0.953 -0.047  0.273
H -2.355 1.234 -1.359  0.450
H -2.033 0.792 0.209  0.354
H -2.830 -1.016 -2.368  0.451
H -1.783 -2.255 -2.089  0.508
H 3.497 1.882 -2.298  0.396
H 1.901 1.300 -2.910  0.184
H -0.684 -0.109 -2.404  0.221
H 1.508 1.036 -0.217  -0.115
H 1.876 -0.202 -1.218  0.371
H 3.116 0.479 -0.314  0.427

Computed properties:
Total energy   -1082.42482 Eh
LUMO energy   -2.4373 eV
Net charge   +1
SMILES   N/C(=N/[N+](=O)[O-])NCCC[C@H](N)CNc1ccccc1CC[NH3+]
Gap between HOMO and LUMO   8.40 eV

***

C23H24N2OPS4Ti as an isolated structure. Source: the Open Molecules 2025 dataset; level of theory: ωB97M-V with the def2-TZVPD basis set.

Last column: Mulliken charge in e.
Element x y z (Å)
Ti 0.258 0.715 0.476  0.535
S -1.874 0.849 -0.731  -0.287
C -1.857 -0.469 -1.879  0.785
C -2.685 -0.411 -3.013  -0.888
C -2.737 -1.448 -3.926  -0.540
C -1.961 -2.591 -3.745  -0.648
C -1.132 -2.665 -2.640  -0.602
C -1.072 -1.614 -1.727  0.154
S 0.021 -1.762 -0.337  -0.164
C 1.629 -1.567 -1.177  -0.928
C 2.624 -1.003 -0.210  0.803
C 3.878 -1.499 -0.233  -0.793
C 4.893 -0.854 0.565  -0.584
C 4.551 0.186 1.324  -1.130
C 3.169 0.670 1.427  1.299
C 2.891 1.653 2.295  -1.502
S -0.134 3.048 0.946  -0.377
C 1.328 3.730 0.205  0.348
C 1.910 4.857 0.779  -0.588
C 3.029 5.449 0.214  -0.540
C 3.576 4.909 -0.944  -0.499
C 3.008 3.780 -1.514  -0.683
C 1.886 3.169 -0.950  0.461
S 1.156 1.748 -1.688  -0.430
N 2.200 0.040 0.591  0.762
H -3.280 0.481 -3.160  0.462
H -3.381 -1.362 -4.793  0.361
H -2.001 -3.407 -4.455  0.389
H -0.517 -3.543 -2.475  0.395
H 1.469 -0.881 -2.008  0.329
H 1.974 -2.526 -1.556  0.447
H 4.114 -2.332 -0.881  0.368
H 5.916 -1.211 0.540  0.366
H 5.283 0.703 1.932  0.317
H 3.702 2.075 2.873  0.161
H 1.898 2.025 2.490  0.269
H 1.476 5.257 1.688  0.387
H 3.475 6.320 0.680  0.345
H 4.451 5.360 -1.397  0.345
H 3.434 3.343 -2.408  0.388
C -3.977 -2.493 3.238  -1.246
P -3.512 -1.900 1.605  1.031
C -4.780 -0.711 1.147  -1.075
C -3.753 -3.288 0.481  -1.049
O -2.134 -1.354 1.559  -0.364
H -4.961 -2.965 3.245  0.364
H -3.968 -1.643 3.920  0.345
H -3.219 -3.202 3.572  0.335
H -5.777 -1.156 1.154  0.395
H -4.538 -0.332 0.153  0.222
H -4.739 0.127 1.843  0.323
H -4.738 -3.746 0.586  0.411
H -2.976 -4.028 0.675  0.307
H -3.626 -2.919 -0.540  0.210
N 0.040 0.092 3.661  -0.779
C 0.090 0.297 2.523  0.277

Computed properties:
Total energy   -3859.34249 Eh
LUMO energy (alpha / beta)   2.3161 / 2.3157 eV
Net charge   -1
Gap between HOMO and LUMO (alpha / beta)   5.83 / 5.83 eV
Energy above the lowest of the compared OMol25 structures with the same formula, charge and spin   13.9 kcal per mole

***

The lowest total energy belongs to which entry?
C19H14BrCl2O2Re